# 1
{
  "formula": "C5H11N3",
  "method": "ωB97M-V with the def2-TZVPD basis set",
  "e_tot_ha": -361.27742,
  "charge": 0,
  "fmax_ev_per_a": 3.11,
  "relative_energy_kj_mol": 294.0,
  "species": ["C", "C", "C", "C", "N", "N", "C", "N", "H", "H", "H", "H", "H", "H", "H", "H", "H", "H", "H"],
  "positions_angstrom": [[-1.138, -0.846, 0.218], [1.003, 0.122, 0.035], [-0.180, 1.765, 0.069], [2.241, 0.369, -0.772], [0.165, -0.881, -0.401], [-1.078, -1.222, 1.608], [-2.126, -1.536, -0.584], [-2.949, -2.075, -1.181], [0.105, -0.951, -1.414], [-1.250, 0.396, 0.227], [1.139, 0.069, 1.110], [-1.832, -0.813, 2.144], [-1.061, -2.227, 1.736], [2.994, -0.397, -0.578], [0.616, 2.407, 0.446], [-1.034, 2.099, 0.661], [-0.304, 1.996, -0.991], [2.022, 0.391, -1.840], [2.669, 1.333, -0.493]],
  "forces_ev_per_angstrom": [[0.87, 2.96, 0.36], [-1.98, 2.07, 0.99], [2.71, -0.11, -0.34], [-0.15, 0.37, 0.08], [-0.23, -1.49, -0.77], [0.03, -0.10, 0.01], [-0.69, -0.41, -0.44], [0.26, 0.16, 0.13], [0.00, 0.04, 0.25], [-0.74, -2.91, 0.03], [0.24, -0.06, -0.04], [0.04, -0.11, -0.08], [-0.06, 0.05, 0.03], [-0.10, -0.03, -0.01], [0.19, 0.18, -0.15], [-0.16, -0.56, 0.00], [-0.24, 0.01, 0.05], [0.01, -0.01, -0.03], [0.01, -0.05, -0.05]],
  "mulliken_charge": [0.572, -0.035, -1.302, -1.255, -0.283, -0.548, 0.088, -0.431, 0.279, -0.035, 0.333, 0.229, 0.251, 0.344, 0.407, 0.411, 0.294, 0.353, 0.329]
}


# 2
{
  "formula": "C5H9N2O",
  "method": "ωB97M-V with the def2-TZVPD basis set",
  "e_tot_ha": -380.18532,
  "charge": 1,
  "fmax_ev_per_a": 3.79,
  "relative_energy_kj_mol": 699.7,
  "species": ["C", "C", "C", "C", "C", "N", "N", "O", "H", "H", "H", "H", "H", "H", "H", "H", "H"],
  "positions_angstrom": [[0.270, 1.125, 4.705], [0.015, -1.199, -0.004], [0.221, 1.278, 3.458], [-0.161, -0.617, -2.204], [-0.126, -0.383, -3.609], [-0.289, 0.439, -1.420], [-0.141, 0.180, -0.110], [0.131, -1.668, -1.452], [1.199, 1.163, 5.343], [-0.449, 0.996, 5.521], [0.849, -1.394, 0.709], [-0.868, -1.758, 0.329], [0.077, 1.230, 2.426], [-0.378, 0.643, -3.835], [-0.853, -0.933, -4.193], [0.811, -0.553, -4.034], [-0.306, 1.451, -1.631]],
  "forces_ev_per_angstrom": [[1.22, -0.03, 3.58], [-0.10, -0.68, -0.47], [0.09, -0.28, -0.87], [1.25, -0.12, 2.59], [-1.68, -0.02, -1.60], [-0.03, 1.08, 1.74], [-0.44, 0.91, 0.00], [-0.19, 0.84, -0.80], [0.05, 0.11, -1.11], [-1.06, -0.06, -0.79], [-0.04, -0.46, -1.08], [-0.11, 0.29, 0.26], [-0.31, 0.26, -0.85], [0.00, 0.42, 0.31], [-0.14, -0.65, 0.09], [1.76, -0.63, -0.54], [-0.27, -0.98, -0.45]],
  "mulliken_charge": [-0.438, -0.197, -0.386, 0.785, -0.981, 0.047, -0.275, -0.287, 0.210, 0.249, 0.295, 0.289, 0.383, 0.327, 0.338, 0.321, 0.320]
}